14
Properties=species:S:1:pos:R:3:forces:R:3:lowdin_charge:R:1 method="wB97M-V/def2-TZVPD" relative_energy_kj_mol=230.9 lumo_ev="3.13 / 3.04" charge=-1
C 1.2042 -0.6814 -0.5533 -2.681 -3.009 1.278 -0.557
C 0.9874 0.6232 -1.1516 -1.008 0.412 0.306 -0.864
C -0.7855 -0.8492 0.9270 3.054 0.115 -0.095 -0.828
O -0.1795 1.5407 1.4269 2.683 2.152 1.849 -0.298
O -2.4920 0.8242 1.9750 0.388 0.359 0.399 -0.324
O -1.6865 0.9947 -0.3314 -0.486 0.668 0.694 -0.389
F 0.7342 0.5003 -2.4720 -0.124 0.179 -1.064 -0.065
F -0.1811 -1.4596 1.9840 -0.396 0.369 -0.086 -0.056
S -1.3478 0.8538 1.0965 -2.949 -2.466 -2.668 0.322
Cl 1.0174 -2.1350 -1.5519 -0.122 0.656 0.083 0.563
Cl 2.5174 1.4698 -0.9338 0.600 1.096 0.020 0.652
Cl -1.8677 -1.8511 0.1727 -0.864 -1.276 -0.659 0.751
H 2.0012 -0.9419 0.0996 0.340 0.620 0.699 0.032
H 0.0780 1.1117 -0.6877 1.565 0.123 -0.756 0.061


12
Properties=species:S:1:pos:R:3:forces:R:3:lowdin_charge:R:1 method="wB97M-V/def2-TZVPD" relative_energy_kj_mol=219.5 lumo_ev=0.35
O -0.7797 1.4084 0.7277 1.677 -1.504 2.836 -0.166
H -0.1915 0.7062 1.3499 -1.621 2.773 -2.385 0.110
H -0.8375 2.2343 1.2637 0.008 -1.013 -0.624 0.055
O 0.5720 -0.0424 -1.7449 1.114 -1.347 -1.245 -0.078
H 0.3085 0.6536 -1.1611 -0.875 0.647 0.485 -0.006
H -0.1763 -0.6525 -1.9318 0.458 1.086 0.642 0.056
O 1.2897 -0.2300 1.1486 -4.854 -2.690 -4.690 -0.119
H 1.1685 -0.7445 0.1247 1.969 2.890 3.925 0.172
H 2.0889 -0.0666 1.5440 3.449 0.024 0.540 -0.003
O -1.1659 -1.1793 -0.3035 1.926 -2.077 1.121 -0.101
H -0.2608 -1.4550 0.1304 -3.422 0.866 -0.953 0.077
H -1.4289 -0.3288 0.0568 0.171 0.344 0.348 0.004


no.,energy (eV)
1,-63122.4141
2,-8318.4012